DFT (ωB97M-V/def2-TZVPD) results for a cluster of 4 separate species, C2H13N3O3 in total in a non-equilibrium geometry.

Values from the calculation:
charge	0
relative energy (zero: lowest compared OMol25 entry of this formula, charge and spin)	724.9	kJ/mol
maximum force	2.314	eV/A
highest occupied orbital energy	-9.0	eV
HOMO-LUMO gap	4.40	eV

Each atom is followed by the atoms it is bonded to, with distances in Å.
Atoms and positions in Å:
1 O 1.81 2.28 -0.02  H9 0.983, H12 0.966
2 H 0.57 -1.86 2.00  C13 1.086
3 H 3.13 -1.01 -0.08  O14 0.961
4 N -0.57 -0.97 0.41  C8 1.465, C13 1.454, H18 1.028
5 H 1.19 -0.80 -2.94  O19 0.951
6 H 0.23 -0.16 2.13  C13 1.095
7 N -2.65 -0.18 -0.52  C8 1.531, H17 1.022, H20 1.019
8 C -1.24 0.24 -0.08  N4 1.465, N7 1.531, N10 1.355, H11 1.142
9 H 2.12 1.38 -0.28  O1 0.983
10 N -1.09 1.26 0.80  C8 1.355, H15 1.026
11 H -0.77 0.39 -1.11  C8 1.142
12 H 0.85 2.18 0.07  O1 0.966
13 C -0.19 -1.11 1.81  H2 1.086, N4 1.454, H6 1.095, H21 1.089
14 O 2.39 -0.42 -0.25  H3 0.961
15 H -1.55 2.14 0.53  N10 1.026
16 H 1.66 -0.80 -1.28  O19 1.094
17 H -3.30 0.42 -0.01  N7 1.022
18 H 0.34 -1.02 -0.08  N4 1.028
19 O 0.87 -0.81 -2.04  H5 0.951, H16 1.094
20 H -2.76 0.12 -1.49  N7 1.019
21 H -1.06 -1.29 2.44  C13 1.089

DFT (ωB97M-V/def2-TZVPD) results for a cluster of 4 separate species, C2H13NO3 in total.

Values from the calculation:
charge	0
relative energy (zero: lowest compared OMol25 entry of this formula, charge and spin)	78.5	kJ/mol
maximum force	0.885	eV/A
highest occupied orbital energy	-9.5	eV
HOMO-LUMO gap	10.20	eV

Each atom is followed by the atoms it is bonded to, with distances in Å.
Atoms and positions in Å:
1 H 2.27 0.01 -1.19  N9 1.010
2 H 2.93 1.14 0.74  C12 1.084
3 H -2.88 -1.76 -1.11  O13 0.962
4 H -1.62 0.71 2.00  O16 0.962
5 H 0.31 -1.48 0.41  C6 1.083
6 C 1.08 -1.42 -0.36  H5 1.083, N9 1.469, H14 1.086, H17 1.100
7 H -2.46 -0.72 -0.08  O13 0.970
8 H 3.08 -0.60 1.13  C12 1.095
9 N 1.66 -0.07 -0.39  H1 1.010, C6 1.469, C12 1.460
10 H 0.30 1.19 -0.39  O18 0.999
11 H -1.72 1.22 0.57  O16 0.977
12 C 2.39 0.20 0.84  H2 1.084, H8 1.095, N9 1.460, H15 1.089
13 O -2.10 -1.38 -0.69  H3 0.962, H7 0.970
14 H 0.66 -1.72 -1.32  C6 1.086
15 H 1.66 0.34 1.64  C12 1.089
16 O -2.21 0.72 1.24  H4 0.962, H11 0.977
17 H 1.86 -2.14 -0.10  C6 1.100
18 O -0.25 1.97 -0.69  H10 0.999, H19 0.963
19 H -1.03 1.57 -1.10  O18 0.963

DFT (ωB97M-V/def2-TZVPD) results for a cluster of 4 separate species, C2H13NO3 in total in a non-equilibrium geometry.

Values from the calculation:
charge	0
relative energy (zero: lowest compared OMol25 entry of this formula, charge and spin)	218.3	kJ/mol
maximum force	4.578	eV/A
highest occupied orbital energy	-9.8	eV
HOMO-LUMO gap	10.20	eV

Each atom is followed by the atoms it is bonded to, with distances in Å.
Atoms and positions in Å:
1 H -1.91 1.23 -2.45  C5 1.152
2 H 3.52 -1.32 1.51  O4 0.962
3 O -0.08 -0.88 1.60  H9 0.906, H13 0.963
4 O 3.14 -1.01 0.68  H2 0.962, H10 0.958
5 C -2.77 0.49 -2.24  H1 1.152, C6 1.539, H14 1.176, H16 1.118
6 C -2.22 -0.52 -1.23  C5 1.539, H7 1.051, N15 1.567, H17 1.077
7 H -2.56 -1.49 -1.44  C6 1.051
8 H 2.73 2.06 1.24  O11 0.998
9 H -0.62 -0.54 2.24  O3 0.906
10 H 2.43 -0.50 1.06  O4 0.958
11 O 1.95 2.45 1.73  H8 0.998, H18 1.018
12 H -0.39 -1.27 -1.83  N15 0.984
13 H -0.44 -0.50 0.79  O3 0.963
14 H -3.70 1.10 -1.87  C5 1.176
15 N -0.67 -0.67 -1.10  C6 1.567, H12 0.984, H19 1.019
16 H -2.97 -0.26 -3.04  C5 1.118
17 H -2.52 -0.12 -0.27  C6 1.077
18 H 1.26 1.75 1.46  O11 1.018
19 H -0.34 0.27 -0.90  N15 1.019

DFT (ωB97M-V/def2-TZVPD) results for a cluster of 4 separate species, C2H13NO3 in total in a non-equilibrium geometry.

Values from the calculation:
charge	0
relative energy (zero: lowest compared OMol25 entry of this formula, charge and spin)	30.1	kJ/mol
maximum force	1.104	eV/A
highest occupied orbital energy	-9.1	eV
HOMO-LUMO gap	10.00	eV

Each atom is followed by the atoms it is bonded to, with distances in Å.
Atoms and positions in Å:
1 H -1.03 1.35 -1.99  O17 0.957
2 H 0.82 1.46 1.38  N4 1.011
3 H 1.55 -1.05 -0.04  C19 1.098
4 N 0.63 0.59 0.90  H2 1.011, H8 1.013, C19 1.454
5 H -0.68 0.75 -0.54  O17 0.979
6 H 2.04 0.88 -1.47  C15 1.092
7 O -3.29 -1.05 -0.72  H9 0.973, H18 0.967
8 H -0.16 0.04 1.20  N4 1.013
9 H -2.49 -0.52 -0.91  O7 0.973
10 H 2.47 -0.40 1.27  C19 1.098
11 H 3.55 0.25 -0.80  C15 1.089
12 O -1.45 -1.45 1.33  H14 0.986, H16 0.962
13 H 2.86 1.72 -0.13  C15 1.095
14 H -2.36 -1.45 0.93  O12 0.986
15 C 2.61 0.74 -0.56  H6 1.092, H11 1.089, H13 1.095, C19 1.524
16 H -1.52 -2.07 2.06  O12 0.962
17 O -1.34 0.83 -1.26  H1 0.957, H5 0.979
18 H -4.03 -0.53 -1.07  O7 0.967
19 C 1.82 -0.10 0.43  H3 1.098, N4 1.454, H10 1.098, C15 1.524